{"formula": "C5H2O4S2", "method": "ωB97M-V/def2-TZVPD", "spin_multiplicity": 1, "e_tot_ha": -1289.053294, "de_lowest_kcal_mol": 2.89, "homo_lumo_gap_ev": 5.835, "charge": -2, "fmax_ev_per_a": 5.65, "species": ["C", "C", "C", "C", "C", "O", "O", "O", "O", "S", "S", "H", "H"], "coordinates": [[1.161, -0.040, 0.151], [1.729, -1.153, -0.167], [-1.135, 0.834, 1.152], [-0.792, 0.740, -1.270], [-0.291, 0.081, 0.099], [-1.769, -0.083, 1.885], [-1.739, 0.285, -1.893], [-1.342, 2.033, 1.261], [-0.049, 1.694, -1.586], [0.565, -2.431, -0.662], [-0.893, -1.455, 0.747], [1.715, 0.955, 0.439], [2.838, -1.458, -0.155]], "lowdin_charge": [-0.29, -0.58, -0.65, -0.73, -0.61, -0.29, -0.04, 0.01, -0.07, 0.37, 0.67, 0.15, 0.06]}